(1)
Computed, not measured: 2 unconnected molecules or ions with the total composition C3H10NO2, with ωB97M-V with the def2-TZVPD basis set.

Computed properties:
Charge: +1

Atoms and positions in Å:
C (-2.274, 0.788, -0.467)
C (2.046, 0.539, -0.573)
C (-0.246, -0.184, -0.032)
N (-0.239, -0.737, 1.590)
O (-0.154, -1.278, -0.772)
O (0.662, 0.764, -0.050)
H (-2.172, 0.486, -1.493)
H (-3.121, 0.630, 0.070)
H (-1.899, 1.838, -0.451)
H (2.206, 1.330, -1.286)
H (2.092, -0.507, -1.168)
H (2.798, 0.453, 0.281)
H (0.038, -1.808, 1.358)
H (-1.074, -0.624, 2.202)
H (0.612, -0.285, 1.959)
H (0.727, -1.405, -1.169)

Forces on the atoms, in the same order (eV/Å):
6.2679 1.2044 -1.6266
-0.2760 -2.9407 0.0371
-4.1860 1.4872 0.9235
1.4483 -2.8304 -1.6075
0.2168 -0.4188 -0.2930
1.6468 0.3235 -0.6588
-0.5822 -0.5972 -0.1850
-2.0534 -1.1208 1.7041
-0.3249 -0.8518 0.4757
0.3048 0.2065 0.1059
0.1711 2.4981 1.2369
-1.1673 0.4573 -1.2021
-1.2255 2.9016 1.4081
0.7809 -0.1719 -0.7332
-0.7469 -0.1850 0.3563
-0.2742 0.0380 0.0587

Atom charges from the Mulliken analysis, given in e for atoms 1 to 2:
1 C -0.73
2 C -0.62

(2)
Computed, not measured: a single C3H10NO2PS molecule, with ωB97M-V with the def2-TZVPD basis set.

Computed properties:
2S+1: 3

Atoms and positions in Å:
C (0.192, -1.865, 0.143)
C (-1.048, 0.146, 0.895)
C (-0.481, -0.599, -0.329)
N (1.359, 2.689, -0.256)
O (2.664, 1.123, -1.758)
O (0.321, 0.159, -1.205)
P (1.771, 1.090, -0.454)
S (2.759, 0.409, 1.092)
H (1.316, -1.744, 0.307)
H (-0.399, -2.288, 0.960)
H (0.312, -2.763, -0.556)
H (-0.266, 0.006, 1.614)
H (-1.912, -0.346, 1.135)
H (-1.013, 1.295, 0.676)
H (-1.419, -0.879, -0.801)
H (1.492, 3.088, 0.637)
H (0.601, 3.149, -0.698)
H (2.246, 1.141, -2.653)

Forces on the atoms, in the same order (eV/Å):
1.7860 -2.1738 -0.9595
3.9776 2.9965 -1.6885
-0.5460 0.0778 -0.1367
1.0117 0.4097 0.5375
0.7730 -0.0451 -1.3918
-0.2825 0.3717 -1.2004
-4.8618 -0.4485 -3.0079
3.4242 -0.3686 3.4523
-1.5611 0.3231 0.7824
0.6271 0.1262 0.4012
-0.8663 1.4204 0.0852
0.0393 0.0690 1.2118
-2.4331 -0.4615 1.0535
-0.9897 -2.1365 0.4167
0.1888 -0.1466 -1.1420
0.3681 0.4334 1.0271
-0.7775 -0.2365 -0.7447
0.1223 -0.2107 1.3040

Atom charges from the Mulliken analysis, given in e for atoms 1 to 2:
1 C -0.96
2 C -1.28

(3)
Computed, not measured: 2 unconnected molecules or ions with the total composition C3H10NO2S, with ωB97M-V with the def2-TZVPD basis set.

Computed properties:
2S+1: 2

Atoms and positions in Å:
C (-1.323, 0.048, 0.643)
O (-2.195, -0.461, -0.221)
C (0.091, 0.279, -0.193)
C (1.358, 0.093, 0.673)
S (2.832, 0.859, -0.185)
N (0.049, 1.602, -0.879)
H (-1.615, 0.988, 1.151)
H (-1.119, -0.772, 1.401)
H (0.015, -0.427, -1.001)
H (1.495, -0.987, 0.665)
H (1.285, 0.606, 1.653)
H (2.877, -0.053, -1.116)
H (-0.123, 2.279, -0.135)
H (-0.837, 1.645, -1.391)
H (-2.694, -1.878, 0.362)
H (-3.995, -2.631, 0.334)
O (-3.053, -2.800, 0.415)

Forces on the atoms, in the same order (eV/Å):
0.8752 -1.2129 1.0948
-0.0389 1.2437 -0.4467
-0.7016 1.8261 -0.5626
-0.2672 0.6182 -1.2251
-0.4776 0.0799 1.3538
-1.1903 -0.7145 1.1620
0.1578 -0.1530 -0.3845
0.3105 0.8699 -0.3053
0.3789 -0.6557 -0.0444
0.2935 0.1278 0.9350
0.0139 -0.6948 -0.4555
0.0990 -0.6225 -0.7945
0.4560 0.2991 -0.1418
0.3908 -0.1729 -0.1615
-0.1498 -1.2196 -0.3389
-0.1568 -0.2951 0.0036
0.0065 0.6763 0.3117

Atom charges from the Mulliken analysis, given in e for atoms 1 to 2:
1 C -0.28
2 O -0.51

(4)
Computed, not measured: 2 unconnected molecules or ions with the total composition C3H10NO2S2, with ωB97M-V with the def2-TZVPD basis set.

Computed properties:
Charge: +1

Atoms and positions in Å:
N (-0.320, 0.846, -0.831)
C (0.017, -0.007, 0.381)
C (1.588, 0.013, 0.395)
O (2.119, 0.385, -0.611)
C (-0.386, -1.467, 0.124)
S (-0.591, -2.382, 1.747)
S (0.944, -3.662, 1.874)
H (-0.761, 1.743, -0.566)
H (0.528, 1.031, -1.381)
H (-1.038, 0.360, -1.368)
H (-0.419, 0.353, 1.308)
H (2.180, -0.431, 1.205)
H (-1.367, -1.612, -0.312)
H (0.397, -1.964, -0.437)
H (0.392, -4.897, 1.699)
H (-0.831, 4.005, -0.367)
H (-1.459, 4.200, -1.673)
O (-0.992, 3.483, -1.187)

Forces on the atoms, in the same order (eV/Å):
-1.4416 -0.1779 1.3421
1.1708 -0.4001 -0.4813
-0.7309 -0.3351 -0.3150
0.6119 0.3665 -0.1538
0.0999 -0.7009 1.2381
-0.4171 0.6993 -0.2980
0.9328 -0.6442 0.2120
0.3143 -0.0048 -0.3735
0.2123 -0.1730 -0.0265
0.2427 0.0443 -0.3473
-0.1745 0.3872 -0.1787
-0.3730 0.0624 0.2825
-0.0591 0.3996 -0.5081
-0.1690 -0.2803 -0.3171
-0.2242 0.6063 -0.2504
0.1867 -0.6922 -0.4240
0.2170 -1.0177 -0.2159
-0.3987 1.8607 0.8151

Atom charges from the Mulliken analysis, given in e for atoms 1 to 2:
1 N -0.27
2 C 0.09

(5)
Computed, not measured: 2 unconnected molecules or ions with the total composition C3H10NO3, with ωB97M-V with the def2-TZVPD basis set.

Computed properties:
2S+1: 2
Charge: +2

Atoms and positions in Å:
O (1.420, -2.789, -0.619)
C (1.220, -1.544, -0.342)
C (-0.188, -1.076, -0.224)
N (-0.264, 0.368, 0.218)
C (-0.476, 0.433, 1.709)
O (2.169, -0.731, -0.339)
H (2.329, -2.951, -0.960)
H (-0.723, -1.677, 0.556)
H (-0.794, -1.296, -1.109)
H (0.529, 0.965, -0.027)
H (-1.020, 0.869, -0.325)
H (-0.254, 1.430, 2.127)
H (0.289, -0.105, 2.254)
H (-1.463, 0.010, 1.930)
H (-1.477, 2.701, -2.153)
H (-0.292, 3.020, -1.344)
O (-1.004, 2.372, -1.352)

Forces on the atoms, in the same order (eV/Å):
0.0163 0.9947 0.1409
-0.2439 -1.5015 -1.3048
-0.9867 0.5520 1.4381
-0.6466 -0.2535 0.1545
0.1893 0.5633 0.8523
0.2513 0.3165 0.2639
0.1083 -0.4538 0.1867
0.7228 0.2180 -0.3590
0.6080 0.2310 -0.4547
0.2415 -0.3419 -0.1982
0.3160 -0.0169 0.3544
-0.9678 0.0137 -0.7186
0.2211 -0.8533 -0.3866
0.2368 0.5003 0.0813
-0.1270 -0.6629 0.7177
0.3036 0.1878 0.3936
-0.2430 0.5064 -1.1615

Atom charges from the Mulliken analysis, given in e for atoms 1 to 2:
1 O -0.25
2 C 0.73

(6)
Computed, not measured: 3 unconnected molecules or ions with the total composition C3H10NO3S, with ωB97M-V with the def2-TZVPD basis set.

Computed properties:
Charge: -1

Atoms and positions in Å:
O (-0.465, -0.340, -0.807)
C (0.657, -0.711, -0.439)
C (0.660, -1.933, 0.549)
C (0.407, -1.304, 1.958)
S (1.099, 0.351, 1.967)
N (-0.305, -2.869, 0.023)
H (1.448, 0.006, -0.489)
H (1.653, -2.483, 0.476)
H (-0.688, -1.150, 1.946)
H (0.884, -1.881, 2.721)
H (-0.924, -2.409, -0.618)
H (-0.888, -3.317, 0.717)
H (-2.559, 3.043, -2.158)
H (-3.873, 2.850, -1.217)
O (-3.513, 3.111, -2.069)
H (0.523, 1.434, -1.937)
H (1.835, 2.036, -1.676)
O (1.025, 2.264, -2.156)

Forces on the atoms, in the same order (eV/Å):
1.1738 -0.4651 -1.0731
-3.0378 0.4619 2.0250
1.8578 -0.2256 -0.7603
-0.5523 0.2739 -2.3677
0.8266 1.0385 0.5628
-0.4214 -0.9588 -0.0215
1.3025 -0.2515 -0.5048
-0.6940 1.0446 0.4501
0.3298 -0.6915 0.7847
-0.4446 -0.6919 0.6758
-0.3420 0.3902 -0.1460
0.1646 0.1445 0.2643
-0.0626 -0.3122 0.7912
0.9114 -0.1261 -0.0197
-0.7984 0.4174 -0.7620
-0.0812 1.0297 -0.3200
0.0477 0.5466 -0.0886
-0.1801 -1.6244 0.5097

Atom charges from the Mulliken analysis, given in e for atoms 1 to 2:
1 O -0.61
2 C -0.10

(7)
Computed, not measured: a single C3H10NO4PS2 molecule, with ωB97M-V with the def2-TZVPD basis set.

Computed properties:
SMILES: C=[S@](=O)(NS(C)(=O)=O)OPC

Atoms and positions in Å:
C (1.210, -2.076, -1.041)
S (0.421, -0.769, -0.432)
O (0.528, -0.562, 0.968)
N (-1.287, -0.731, -0.796)
S (-2.179, 0.438, -0.027)
C (-2.793, -0.352, 1.423)
O (-3.266, 0.770, -0.930)
O (-1.294, 1.560, 0.273)
O (0.908, 0.537, -1.092)
P (1.592, 1.991, -0.370)
C (3.249, 1.284, 0.005)
H (0.840, -3.087, -0.530)
H (0.779, -2.098, -2.055)
H (-1.418, -0.516, -1.812)
H (-3.783, -0.765, 1.202)
H (-2.157, -1.179, 1.862)
H (-3.002, 0.528, 2.118)
H (1.065, 1.720, 0.998)
H (3.686, 1.036, -1.032)
H (3.157, 0.297, 0.615)
H (3.744, 1.976, 0.651)

Forces on the atoms, in the same order (eV/Å):
-1.7969 -1.3957 -0.0384
0.8244 -0.2899 1.0641
-0.5722 -0.6868 1.4235
0.5152 0.0857 -1.1683
0.1906 2.8172 -1.0852
-0.5310 0.2710 1.5270
0.4000 -0.9206 0.8405
-1.1180 -1.3356 0.5342
0.0227 0.2114 -1.4287
-0.6172 -1.3615 1.6789
-0.8075 -2.7516 -0.9760
0.7276 2.4878 -0.6607
0.7629 -0.1898 -0.3487
0.0722 -0.5346 0.8897
0.2872 -0.0104 -0.3249
-0.3531 1.4195 -0.5845
0.6358 -1.2984 -0.6120
0.4155 0.5701 -1.3590
0.0103 0.6301 1.8988
0.0676 1.6364 -1.2040
0.8641 0.6459 -0.0663

Atom charges from the Mulliken analysis, given in e for atoms 1 to 2:
1 C -0.96
2 S 1.18

(8)
Computed, not measured: 2 unconnected molecules or ions with the total composition C3H10NOP, with ωB97M-V with the def2-TZVPD basis set.

Atoms and positions in Å:
C (-1.511, 1.279, 1.294)
C (-0.396, 1.646, -0.666)
C (0.775, -2.896, 0.396)
N (-0.217, 1.135, 0.617)
O (-0.512, -1.357, -1.593)
P (-0.369, -1.556, -0.120)
H (-1.380, 0.794, 2.278)
H (-1.795, 2.350, 1.489)
H (-2.364, 0.948, 0.711)
H (-1.447, 1.940, -0.779)
H (0.078, 2.626, -0.719)
H (-0.252, 0.864, -1.370)
H (0.576, -3.210, 1.470)
H (0.477, -3.726, -0.225)
H (1.832, -2.539, 0.211)
H (-1.677, -2.309, 0.347)

Forces on the atoms, in the same order (eV/Å):
0.9673 0.2867 1.7097
-1.7089 1.4892 -0.2798
0.8276 0.9029 0.9157
-1.0932 -0.7821 1.6063
0.5186 0.1850 0.0936
-2.4151 -1.3927 0.6837
-0.7207 0.0882 -0.3903
0.7660 -0.5153 -0.1834
-0.0606 -0.6692 -0.0762
-0.1905 -0.0729 -0.5209
1.0208 -0.3035 -0.6954
1.0086 -0.1836 -1.3257
0.4083 0.7162 -1.2159
0.2498 -0.3275 -0.4012
-1.0813 -0.8091 0.3387
1.5034 1.3876 -0.2589

Atom charges from the Mulliken analysis, given in e for atoms 1 to 2:
1 C -0.91
2 C -0.73

For each record above, in turn, the calculated E values are -325.1362 -1064.9396 -723.6125 -1121.6512 -399.9945 -798.9684 -1613.5994 -591.5148 Eh.
For each record above, in turn, the calculated energy relative to the best compared isomer or geometry (same formula, charge and spin) values are 476.2 0.0 52.3 63.2 120.0 240.6 369.4 440.9 kJ/mol.